DFT (ωB97M-V with the def2-TZVPD basis set) results for 2 unconnected molecules or ions with the total composition C7H17NO at a distorted geometry.

Element x y z (Å)
C -0.8676 -0.8500 2.9995
C -1.0705 -0.0928 1.7232
N -0.5256 -0.6084 0.4942
C 0.8931 -0.9964 0.2351
C -1.2310 -0.9904 -0.6094
C -2.7996 -0.8652 -0.6036
O -0.8617 -1.3749 -1.7241
H -1.3456 -1.8320 3.3132
H -0.9450 -0.1722 3.8089
H 0.0711 -1.4408 3.0196
H -2.1274 0.3286 1.6545
H -0.5381 0.9047 1.8151
H 1.2476 -0.1079 -0.3214
H 1.6220 -1.3541 0.9107
H 0.7959 -2.0221 -0.2957
H -3.0161 -0.2826 -1.4849
H -3.0196 -1.9260 -0.7468
H -3.1211 -0.3117 0.2619
C 2.4569 1.0483 -1.8829
C 1.7530 2.4066 -1.7956
H 3.5460 1.1859 -2.0964
H 2.4354 0.7336 -0.8484
H 2.0100 0.3306 -2.5821
H 1.5185 2.8940 -2.7204
H 2.3134 3.1825 -1.3009
H 0.8059 2.2128 -1.2230

Results
SMILES   CCN(C)C(C)=O.CC
Frontier orbital gap   9.867 eV
ΔE to the lowest compared entry with this formula, charge and spin   313.7 kJ/mol
Total charge   0